(1)
{
  "formula": "C28H44BrCaN3P2",
  "method": "ωB97M-V with the def2-TZVPD basis set",
  "gap_ha": 0.215,
  "homo_energy_ev": -12.143,
  "total_charge": 2,
  "total_energy_ev": -141263.5718,
  "lumo_ev": -6.2854,
  "species": ["N", "C", "C", "C", "C", "C", "C", "Ca", "P", "C", "C", "C", "C", "C", "C", "C", "Br", "H", "H", "H", "H", "H", "H", "H", "H", "H", "H", "P", "C", "C", "H", "H", "H", "H", "H", "C", "C", "H", "H", "H", "H", "H", "C", "C", "H", "H", "H", "H", "H", "C", "C", "H", "H", "H", "H", "H", "C", "C", "H", "H", "H", "H", "H", "C", "C", "H", "H", "H", "H", "H", "N", "C", "C", "C", "N", "H", "H", "H", "H"],
  "coordinates": [[-1.32633, 2.20889, -7.10065], [-1.64581, 0.96715, -6.75445], [-1.70688, 0.57816, -5.40986], [-1.37631, 1.52266, -4.40681], [-1.09441, 2.84938, -4.80867], [-1.06993, 3.13731, -6.18164], [-1.24455, 1.05597, -3.03090], [-2.61444, 0.52917, -1.13490], [-3.67826, 0.09417, 1.60216], [-0.81293, 1.76293, -1.89899], [0.18771, 1.26727, -0.96328], [0.47570, 2.00099, 0.22987], [1.24244, 1.48408, 1.22357], [1.85186, 0.13952, 1.12442], [1.80405, -0.40079, -0.25410], [0.96729, 0.10258, -1.20432], [0.71967, -1.22778, 2.18866], [-1.25897, -0.05242, -2.95336], [-1.09929, 2.80503, -1.74680], [-1.96553, -0.45273, -5.17651], [-0.83168, 3.62677, -4.09416], [-1.84160, 0.24196, -7.54896], [-0.80678, 4.14085, -6.54145], [0.05116, 3.00922, 0.34363], [0.97114, -0.32385, -2.21928], [1.37653, 2.01614, 2.16766], [2.39350, -1.30763, -0.43558], [3.57573, 0.14509, 1.83824], [-3.91372, -1.39137, 0.50038], [-5.00153, -1.37454, -0.57862], [-4.08502, -2.29143, 1.11545], [-2.91642, -1.56819, 0.04237], [-4.85396, -2.24687, -1.23742], [-5.98327, -1.48093, -0.10703], [-5.02325, -0.46817, -1.21657], [-2.09550, 1.12316, 1.65075], [-2.00630, 1.84002, 3.02272], [-2.11145, 1.88724, 0.85049], [-1.20703, 0.48844, 1.53282], [-1.42049, 2.76553, 2.95202], [-3.00992, 2.10436, 3.38941], [-1.52322, 1.21248, 3.78666], [-3.16815, -0.92684, 3.09126], [-4.20850, -1.93857, 3.56191], [-2.96382, -0.23201, 3.91528], [-2.21196, -1.42585, 2.86454], [-3.72530, -2.71595, 4.16495], [-4.94910, -1.43723, 4.19592], [-4.74803, -2.44663, 2.75838], [4.06070, -1.58401, 1.90809], [5.22662, -1.96177, 2.81998], [4.30136, -1.84799, 0.86920], [3.15375, -2.14957, 2.17261], [6.15340, -1.43619, 2.56089], [4.98028, -1.76593, 3.86790], [5.41281, -3.03420, 2.70637], [3.43485, 0.90076, 3.46293], [3.60843, 2.41877, 3.44666], [4.19712, 0.40778, 4.08535], [2.45030, 0.61309, 3.86700], [4.63928, 2.69860, 3.20523], [2.94761, 2.90551, 2.72637], [3.38464, 2.81649, 4.44185], [4.64265, 1.10664, 0.73664], [5.19503, 0.39997, -0.49723], [5.46355, 1.47285, 1.37175], [4.06100, 1.98915, 0.42948], [4.40210, 0.14178, -1.20402], [5.86794, 1.08774, -1.02153], [5.75188, -0.51129, -0.25207], [-1.04184, -2.27946, -1.13149], [-0.81240, -3.49255, -1.66678], [-1.65218, -3.61582, -2.77633], [-2.38423, -2.43864, -2.85221], [-2.02128, -1.60975, -1.82572], [-0.58645, -1.86493, -0.30725], [-0.08861, -4.17003, -1.22545], [-1.72999, -4.45764, -3.44583], [-3.13540, -2.13614, -3.58164]],
  "forces_ev_per_a": [[0.0531, 0.2322, -0.7140], [0.0389, 0.1599, 1.0327], [0.2175, 0.5888, -0.2208], [-0.6918, 0.4948, -0.6419], [0.0717, -0.4805, -0.4323], [-0.1577, -0.4548, 0.6739], [0.5066, -0.0791, 0.4585], [-1.7048, -0.7640, 1.2346], [-1.8256, 0.1549, 2.6138], [2.7681, 0.3528, -1.1885], [-1.9265, 0.5935, -0.4681], [0.0316, 0.0270, 0.5759], [0.0377, 0.2618, 0.1141], [0.1962, 0.7274, -1.2325], [0.1857, -0.1664, -0.4081], [0.7343, -0.5511, -0.0970], [-0.3561, -0.4122, 0.7649], [0.7939, 0.8374, -0.3071], [0.2306, 0.2241, -0.3538], [0.1412, 0.1619, 0.1369], [-0.0197, -0.2161, -0.0733], [0.0361, 0.3389, 0.1707], [-0.1764, -0.4714, 0.1359], [0.1054, -0.4721, 0.0405], [-0.1090, 0.0506, 0.5676], [-0.1485, -0.0538, -0.4853], [-0.1738, 0.4428, -0.1805], [-1.0487, -0.5416, -0.2964], [1.8096, -0.2241, -0.9081], [0.2083, -0.1703, -0.0390], [0.2595, 0.7040, -0.0855], [-0.7740, -0.5287, 0.2777], [-0.1224, 0.3847, 0.1819], [0.0966, 0.2999, -0.2171], [-0.1603, -0.1626, 0.1754], [0.5019, -0.7865, -0.8354], [-0.2925, 0.0345, 0.0464], [0.1154, 0.0000, 0.3176], [-0.1003, 0.3335, -0.1498], [-0.1745, -0.2329, -0.1795], [0.2800, 0.0152, -0.0807], [-0.1655, 0.1422, -0.4460], [-0.1330, 0.0858, 0.1818], [-0.1709, 0.0371, 0.4535], [-0.0947, -0.2577, -0.2851], [-0.2191, 0.1578, -0.1517], [-0.1308, 0.1612, -0.0831], [0.0641, -0.1893, -0.1817], [0.0525, 0.0609, 0.2111], [0.0452, -0.3712, -0.2778], [0.1041, 0.0435, 0.0788], [-0.0778, 0.0019, 0.1379], [0.3458, 0.2086, -0.0194], [-0.1929, -0.0582, 0.0803], [0.1467, -0.0763, -0.1365], [0.0091, 0.2078, 0.1079], [0.1079, -0.1867, 0.2448], [0.2672, 0.2896, 0.2437], [-0.2103, 0.2540, -0.0230], [0.3043, -0.0388, -0.1409], [-0.2038, -0.0165, 0.0633], [0.2085, 0.0075, 0.1710], [0.0578, -0.0438, -0.2018], [0.0749, 0.3799, 0.1974], [0.0222, -0.1735, -0.2788], [-0.1586, -0.0672, -0.1280], [0.0967, -0.1588, 0.2106], [0.0489, -0.0135, 0.1397], [-0.0686, -0.1890, 0.1735], [-0.0336, 0.2401, -0.0339], [-0.7191, -0.1178, -0.5832], [-0.3575, 0.2405, -0.3179], [0.3498, -0.4009, 0.1996], [0.7112, 0.7434, 1.4211], [0.5630, -1.3879, -0.6416], [-0.2427, -0.2534, -0.5623], [-0.1800, 0.1472, -0.1949], [0.0806, 0.0133, 0.1078], [0.2411, -0.0741, 0.3397]]
}

=====

(2)
{
  "formula": "CH3N2P",
  "method": "ωB97M-V with the def2-TZVPD basis set",
  "gap_ha": [0.312, 0.303],
  "homo_energy_ev": [-7.884, -11.525],
  "multiplicity": 3,
  "total_charge": 0,
  "total_energy_ev": -13349.7680,
  "s_squared": 2.014,
  "lumo_ev": [0.5957, -3.2823],
  "species": ["C", "N", "N", "P", "H", "H", "H"],
  "coordinates": [[1.50699, -1.91335, -0.27925], [2.26077, -2.61279, -0.79223], [0.49641, 0.31538, -0.92571], [0.01481, -0.86084, -0.03078], [-2.15300, 2.20837, 1.83701], [0.02540, 1.23719, -1.07899], [-2.15138, 1.62605, 1.26996]],
  "forces_ev_per_a": [[-1.8148, 0.6838, -0.0610], [0.6163, -0.3134, 0.2039], [-0.8655, 3.5056, -1.4610], [1.0244, -2.8127, 1.2900], [0.0171, -1.5003, -1.4738], [1.0405, -1.0602, 0.0317], [-0.0180, 1.4971, 1.4702]]
}

=====

(3)
{
  "formula": "C63H46N5O2S2W",
  "method": "ωB97M-V with the def2-TZVPD basis set",
  "gap_ha": [0.177, 0.180],
  "homo_energy_ev": [-11.832, -11.830],
  "multiplicity": 2,
  "total_charge": 2,
  "total_energy_ev": -101105.5940,
  "s_squared": 0.892,
  "lumo_ev": [-7.0223, -6.9350],
  "species": ["W", "C", "C", "C", "C", "C", "C", "C", "C", "C", "C", "C", "N", "C", "C", "C", "C", "C", "C", "C", "C", "C", "C", "C", "C", "C", "N", "C", "C", "C", "C", "C", "C", "C", "C", "C", "C", "C", "C", "N", "C", "C", "N", "C", "C", "C", "C", "C", "C", "H", "H", "H", "H", "H", "H", "H", "H", "H", "H", "H", "H", "H", "H", "H", "H", "H", "H", "H", "H", "H", "H", "H", "H", "H", "H", "H", "H", "O", "N", "C", "C", "C", "C", "C", "S", "H", "H", "H", "H", "O", "S", "C", "C", "C", "C", "C", "C", "C", "C", "C", "C", "C", "C", "C", "C", "H", "H", "H", "H", "H", "H", "H", "H", "H", "H", "H", "H", "H", "H"],
  "coordinates": [[0.24789, -0.04965, 0.61479], [-0.85866, 5.68929, 5.71840], [-1.36384, 5.93034, 4.44912], [-1.25782, 4.96212, 3.46084], [-0.65366, 3.74280, 3.74757], [-0.15542, 3.49891, 5.02531], [-0.25324, 4.47421, 6.00650], [-0.50028, 2.67900, 2.71377], [-1.40406, 1.64564, 2.70788], [-2.63029, 1.63631, 3.43964], [-3.21708, 0.43220, 3.23922], [-2.31885, -0.35473, 2.44915], [-1.23817, 0.42417, 2.03708], [-2.41286, -1.73746, 2.32587], [-1.40078, -2.48250, 1.73298], [-1.23315, -3.91745, 1.89214], [-0.07629, -4.26564, 1.32887], [0.48270, -3.07846, 0.64096], [2.15877, -2.55799, -0.93338], [3.34233, -3.29099, -1.53692], [4.62037, -2.93040, -1.11547], [5.73105, -3.55324, -1.65966], [5.57483, -4.53482, -2.63008], [4.30503, -4.88669, -3.05842], [3.18872, -4.26527, -2.51193], [2.09148, -1.20615, -1.57239], [1.55307, -0.09390, -1.01088], [1.83519, 0.95470, -1.89945], [1.96603, 2.27118, -1.46411], [2.62393, 3.26818, -2.33572], [3.88828, 3.02253, -2.87689], [4.50903, 3.97467, -3.66867], [3.87039, 5.17352, -3.95013], [2.61943, 5.43371, -3.40609], [2.00820, 4.49731, -2.59044], [1.60113, 2.67382, -0.16769], [2.01766, 3.86079, 0.46246], [1.37866, 3.93507, 1.67564], [0.54519, 2.80848, 1.77581], [0.73513, 1.97545, 0.68010], [2.38049, 0.41593, -3.08008], [2.56883, -0.93100, -2.86153], [-0.37471, -1.96505, 1.01712], [-3.47114, -2.45445, 3.09950], [-4.52258, -3.10598, 2.46467], [-5.47836, -3.78112, 3.21211], [-5.37991, -3.82183, 4.59459], [-4.32751, -3.18048, 5.23459], [-3.37858, -2.49683, 4.49024], [-0.93993, 6.44806, 6.48493], [-1.84227, 6.87418, 4.22396], [-1.64639, 5.14810, 2.46636], [0.31435, 2.54655, 5.24073], [0.14130, 4.28209, 6.99523], [-2.99663, 2.46450, 4.02444], [-4.15482, 0.08349, 3.63814], [-1.92864, -4.54399, 2.42685], [0.37181, -5.24422, 1.27844], [4.74403, -2.15849, -0.36354], [6.72096, -3.27190, -1.32565], [6.44514, -5.02167, -3.04893], [4.17562, -5.65124, -3.81289], [2.19261, -4.54079, -2.83883], [4.40602, 2.10411, -2.63331], [5.50036, 3.78331, -4.05685], [4.35152, 5.90925, -4.58018], [2.12198, 6.37188, -3.61233], [1.04164, 4.71805, -2.15364], [2.72839, 4.55979, 0.05544], [1.45091, 4.71270, 2.41747], [2.65046, 0.97833, -3.95806], [3.02814, -1.64067, -3.52852], [-4.59687, -3.08347, 1.38337], [-6.30181, -4.27457, 2.71312], [-6.12029, -4.35565, 5.17497], [-4.24503, -3.21487, 6.31270], [-2.55484, -1.99770, 4.98756], [1.72530, -0.52350, 1.56248], [2.46078, -1.69510, 1.54609], [3.05496, -1.92570, 2.78837], [3.56795, -3.10818, 3.11521], [3.43510, -4.19389, 2.16486], [2.75588, -4.03320, 1.03230], [2.02436, -2.76599, 0.64577], [0.49790, -3.35317, -1.19853], [3.11351, -1.04028, 3.40445], [4.06648, -3.24801, 4.06107], [3.90101, -5.14539, 2.38259], [2.62619, -4.85228, 0.33817], [-1.20223, -0.06959, -0.78078], [-2.72294, -0.31385, -0.98637], [-2.79907, -0.38739, -2.78940], [-2.08176, -1.62136, -3.26602], [-2.58997, -2.88766, -2.98265], [-1.95249, -4.01920, -3.46403], [-0.79861, -3.89215, -4.22773], [-0.27677, -2.63452, -4.49047], [-0.91450, -1.49941, -4.00676], [-3.46424, 1.32890, -0.63111], [-3.08247, 2.40081, -1.60539], [-4.03741, 2.87842, -2.49825], [-3.69532, 3.82375, -3.45383], [-2.38710, 4.27529, -3.54268], [-1.42899, 3.80217, -2.65499], [-1.77557, 2.88232, -1.67812], [-2.33888, 0.52567, -3.16370], [-3.86193, -0.40138, -3.04390], [-3.49936, -2.98944, -2.39923], [-2.36238, -4.99854, -3.25562], [-0.31632, -4.77644, -4.62310], [0.62086, -2.53414, -5.08694], [-0.50618, -0.51735, -4.21710], [-3.14928, 1.53253, 0.39497], [-4.54058, 1.14612, -0.63817], [-5.05703, 2.51334, -2.44607], [-4.44978, 4.20067, -4.13093], [-2.11320, 5.00214, -4.29547], [-0.40682, 4.15167, -2.73104], [-1.03339, 2.53981, -0.96592]],
  "forces_ev_per_a": [[-1.5972, 1.8061, 0.6038], [0.0040, -0.0088, 0.0387], [-0.0382, 0.0140, -0.0676], [0.0439, -0.0145, -0.0218], [0.0487, 0.0019, -0.0035], [-0.0554, 0.0203, -0.0583], [-0.0040, -0.0114, 0.0095], [-0.8509, -0.5512, 0.4291], [0.9865, 0.7272, -0.1052], [-0.4330, -0.4214, 0.0793], [-0.0955, 0.5675, 0.2572], [0.4891, -0.5549, -0.1317], [-0.0492, -0.3082, -0.3048], [-0.3418, 0.3065, 0.1430], [0.4602, 0.4519, -0.3163], [0.0203, -0.2154, 0.1026], [-0.1569, 0.1278, 0.0600], [0.1120, -0.0056, -0.5475], [-0.0406, -0.1685, -0.1438], [0.0196, -0.0147, 0.0457], [-0.0357, 0.0212, -0.0778], [0.0109, 0.0501, 0.0359], [0.0171, -0.0128, -0.0134], [-0.0290, -0.0225, -0.0175], [-0.0385, 0.0668, 0.0932], [-0.2237, 0.3580, 0.4329], [0.4799, -0.5963, -0.6828], [-0.1683, 0.5087, 0.2588], [0.0407, -0.4544, -0.2099], [0.0270, 0.1225, -0.0434], [-0.0324, -0.0012, 0.0764], [0.0290, 0.0097, -0.0242], [-0.0201, -0.0157, 0.0170], [0.0053, 0.0123, -0.0289], [0.0776, 0.0123, 0.0741], [0.0426, 0.3870, 0.2809], [0.0617, -0.3119, -0.4779], [-0.3580, -0.2521, 0.3907], [0.5512, 0.2807, -0.5531], [-0.1287, 0.1848, -0.1211], [0.0808, -0.2629, -0.0884], [0.0268, 0.1636, -0.2574], [-0.1726, -1.1034, 0.3247], [0.0402, 0.0190, -0.0179], [-0.0001, 0.0157, 0.0020], [-0.0230, -0.0131, -0.0430], [0.0055, -0.0008, 0.0336], [-0.0047, 0.0054, -0.0109], [-0.0535, -0.0400, -0.0240], [0.0045, 0.0002, -0.0015], [0.0048, 0.0035, 0.0160], [0.0036, 0.0222, -0.0020], [0.0022, 0.0126, 0.0292], [-0.0068, 0.0143, 0.0034], [0.0201, 0.0027, 0.0140], [0.0109, -0.0475, -0.0155], [-0.0053, -0.0036, -0.0136], [0.0007, -0.0151, 0.0177], [0.0143, -0.0157, 0.0197], [0.0015, -0.0152, -0.0029], [-0.0109, -0.0075, -0.0112], [0.0207, 0.0074, -0.0085], [0.0297, -0.0680, -0.0255], [-0.0032, -0.0194, -0.0111], [-0.0123, -0.0068, -0.0181], [0.0038, 0.0054, 0.0099], [0.0049, 0.0083, 0.0016], [0.3713, 0.0583, 0.0989], [-0.0187, 0.0350, -0.0407], [-0.0029, 0.0141, -0.0208], [0.0404, 0.0113, 0.0145], [0.0145, -0.0141, 0.0322], [0.0040, 0.0140, -0.0085], [0.0110, -0.0162, 0.0017], [-0.0078, 0.0077, -0.0057], [-0.0035, -0.0008, -0.0006], [0.0007, -0.0020, -0.0021], [0.4826, -0.9885, 0.3628], [0.2448, -0.1724, -0.2197], [0.0877, 0.1625, 0.2001], [-0.0286, -0.0285, 0.0055], [-0.0097, 0.0594, -0.0470], [0.0157, -0.0207, 0.0160], [-0.2420, 0.0276, 0.0355], [0.2359, -0.0649, 0.4174], [-0.0212, -0.0128, 0.0012], [0.0328, 0.0566, -0.0086], [-0.0408, -0.0272, -0.0291], [0.0363, 0.0060, -0.0259], [0.5551, 0.3908, -0.0595], [-0.1194, 0.1900, -0.0417], [0.0898, -0.1397, 0.0713], [-0.0144, -0.0616, 0.0493], [-0.0199, -0.0101, -0.0279], [-0.0291, 0.0123, -0.0133], [-0.0587, 0.0038, -0.0286], [0.0237, -0.0241, -0.0181], [0.0358, 0.0258, 0.0489], [0.1283, -0.0585, -0.1064], [0.0347, -0.0285, -0.0973], [0.0020, -0.0478, -0.0041], [-0.0049, 0.0068, -0.0243], [-0.0042, -0.0010, 0.0200], [-0.0341, 0.0140, -0.0446], [-0.0354, -0.0263, 0.1020], [-0.0471, 0.0651, 0.0171], [-0.0257, 0.0524, 0.0632], [-0.0117, -0.0071, -0.0282], [0.0037, 0.0010, -0.0068], [0.0219, 0.0039, -0.0023], [-0.0012, 0.0095, -0.0037], [-0.0156, 0.0021, -0.0049], [-0.0083, -0.0643, 0.0261], [-0.0085, -0.0604, 0.0819], [0.0008, 0.0111, 0.0078], [0.0063, -0.0044, -0.0075], [-0.0143, -0.0031, -0.0150], [-0.4354, -0.1410, -0.0633], [-0.0296, 0.0280, -0.0657]]
}